Record 1
This record from OMol25 describes a cluster of 2 separate species, C6H14N2O2 in total in a non-equilibrium geometry. The level of theory is the ωB97M-V functional and the def2-TZVPD basis.

Values from the calculation:
LUMO (eV): 0.58
Relative energy (zero: lowest compared OMol25 entry of this formula, charge and spin) (eV): 0.888
Net charge: 0

CARTESIAN COORDINATES (ANGSTROEM)
C -1.0809 2.0168 -1.0407
C 2.3707 0.8442 -1.7707
C -0.0821 1.1488 -1.7746
O -0.2916 0.1072 -2.3572
N 1.1817 1.6570 -1.6036
H -0.9297 1.7911 0.0149
H 1.2156 2.4692 -1.0184
H 3.2567 1.4647 -1.8774
H -0.9761 3.0587 -1.3316
H -2.1233 1.7789 -1.2542
H 2.5849 0.3141 -0.8302
H 2.1641 0.1277 -2.5435
C -1.6896 -2.6873 0.6563
C 0.4938 -0.0829 2.2143
C -0.2087 -1.3906 1.9958
O -0.1612 -2.3514 2.7379
N -1.0379 -1.4150 0.9053
H -0.9968 -0.7961 0.1113
H -2.5361 -2.5382 -0.0064
H 0.6456 0.2072 3.2506
H -0.9912 -3.4552 0.3283
H -2.0989 -3.0050 1.6122
H 1.4494 0.0027 1.6982
H -0.1584 0.7336 1.8835

***

Record 2
This record from OMol25 describes a cluster of 2 separate species, C6H14N2O2 in total in a non-equilibrium geometry. The level of theory is the ωB97M-V functional and the def2-TZVPD basis.

Values from the calculation:
LUMO (eV): 0.55
Relative energy (zero: lowest compared OMol25 entry of this formula, charge and spin) (eV): 0.902
Net charge: 0

CARTESIAN COORDINATES (ANGSTROEM)
C -1.4341 2.2304 1.5195
C 0.7818 -0.4815 2.9599
C -1.0736 0.8518 2.0256
O -1.8359 -0.0901 2.0182
N 0.2483 0.7471 2.3929
H -1.1602 2.3564 0.4745
H 0.7013 1.6046 2.6749
H 1.2306 -0.3051 3.9324
H -2.5271 2.2977 1.5278
H -1.1227 3.0506 2.1670
H -0.0322 -1.1976 2.9937
H 1.4738 -0.9631 2.2657
C 0.9842 1.1374 -2.7238
C 0.2681 -2.2262 -1.1604
C 0.4539 -1.1526 -2.2055
O 0.5332 -1.4181 -3.3918
N 0.7805 0.0900 -1.7502
H 0.8316 0.2870 -0.7670
H 1.2748 2.0934 -2.3171
H 0.9879 -2.3161 -0.3563
H 0.4277 -3.1849 -1.6629
H 1.7302 0.8545 -3.4750
H 0.0944 1.2029 -3.3546
H -0.7570 -2.2433 -0.7924

***

Record 3
This record from OMol25 describes a cluster of 2 separate species, C6H14N2O2 in total in a non-equilibrium geometry. The level of theory is the ωB97M-V functional and the def2-TZVPD basis.

Values from the calculation:
LUMO (eV): 0.61
Relative energy (zero: lowest compared OMol25 entry of this formula, charge and spin) (eV): 0.636
Net charge: 0

CARTESIAN COORDINATES (ANGSTROEM)
C -3.2586 1.4399 0.1215
C -3.6015 0.4917 1.2405
C -2.9497 -1.6278 2.2671
C 2.3122 1.2458 -0.0024
C 2.4695 0.1226 -1.0014
C 4.0711 -1.0615 -2.4044
H -4.1621 1.6554 -0.4130
H -2.4896 1.0139 -0.5420
H -2.8826 2.3588 0.5629
H -2.0967 -0.6639 0.5401
H -3.7016 -1.2955 2.9702
H -3.2116 -2.5831 1.8292
H -2.0056 -1.7581 2.8228
H 3.2956 1.6330 0.3649
H 1.7274 0.8796 0.8386
H 1.7289 2.0375 -0.5105
H 4.4404 0.5532 -1.1282
H 3.1279 -1.5232 -2.6886
H 4.4431 -0.5130 -3.2823
H 4.8247 -1.7956 -2.0735
N -2.8191 -0.6039 1.2618
N 3.7501 -0.1281 -1.3645
O -4.5237 0.6604 2.0307
O 1.5115 -0.5383 -1.4396

***

Record 4
This record from OMol25 describes a cluster of 2 separate species, C6H14N2O2 in total in a non-equilibrium geometry. The level of theory is the ωB97M-V functional and the def2-TZVPD basis.

Values from the calculation:
LUMO (eV): 0.62
Relative energy (zero: lowest compared OMol25 entry of this formula, charge and spin) (eV): 1.548
Net charge: 0

CARTESIAN COORDINATES (ANGSTROEM)
C -2.9320 0.9608 0.9083
C -1.3880 -0.7717 -2.0075
C -2.0230 0.1010 0.1494
O -1.2564 -0.7058 0.6391
N -1.8935 0.3591 -1.2282
H -2.7365 0.8983 1.9819
H -2.5180 0.9630 -1.7337
H -0.9186 -0.3235 -2.9166
H -2.8836 2.0205 0.7416
H -3.8939 0.4218 0.8364
H -0.4355 -1.1268 -1.6147
H -2.0869 -1.4985 -2.3910
C 2.2289 0.8850 -1.0388
C 1.9454 -1.1401 2.2288
C 2.4603 -0.6189 0.9067
O 3.2650 -1.3027 0.2806
N 1.9207 0.4791 0.2868
H 1.0953 0.8437 0.7394
H 1.6705 0.2457 -1.7454
H 2.3642 -0.5076 3.0116
H 1.7731 1.8816 -1.1818
H 3.2516 1.0573 -1.3916
H 0.8613 -0.9147 2.2373
H 2.1296 -2.2067 2.3013

***

- Which value of relative energy (zero: lowest compared OMol25 entry of this formula, charge and spin) does entry 3 give?
  0.636 eV